# C12H10BrCrN3

C12H10BrCrN3 as an isolated structure at a distorted geometry (ωB97M-V with the def2-TZVPD basis set, the OMol25 dataset).

```
! RIJCOSX wB97M-V def2-TZVPD def2/J DEFGRID3
* xyz -1 4
Br 2.902 -0.211 0.511
Cr 0.570 0.019 -0.288
N 0.567 0.082 2.219
N 1.158 -0.264 4.546
N 0.870 0.406 6.899
C 0.249 -0.877 -2.773
C 0.944 0.108 5.774
C -1.494 -0.843 -0.723
C 1.904 0.600 -2.086
C 0.840 -0.045 3.339
C -0.212 0.462 -2.991
C -1.771 -0.230 1.471
C -1.488 0.964 0.731
C 1.543 -0.809 -2.181
C -1.454 0.634 -0.643
C 0.805 1.368 -2.558
C -1.713 -1.341 0.582
H -0.287 -1.775 -3.062
H -1.170 0.741 -3.433
H -2.124 -0.268 2.503
H 2.897 0.988 -1.908
H -1.798 -2.392 0.843
H 2.207 -1.645 -2.042
H -1.598 1.316 -1.483
H 0.784 2.440 -2.679
H -1.629 -1.423 -1.645
H -1.502 1.996 1.076
*
```

Output
E: -4245.97081 Eh
HOMO-LUMO gap (spin up / spin down): 5.66 / 7.22 eV

# C9H14N2PPd

C9H14N2PPd as an isolated structure at a distorted geometry (ωB97M-V with the def2-TZVPD basis set, the OMol25 dataset).

```
! RIJCOSX wB97M-V def2-TZVPD def2/J DEFGRID3
* xyz 1 5
Pd -0.290 0.393 -0.814
P 1.255 1.582 -2.066
N 0.423 -0.413 1.054
N 1.748 -1.161 2.615
C -2.828 -0.042 -0.008
C 0.550 -0.826 3.250
C -2.057 -0.879 -0.923
C 1.627 -0.919 1.294
C -0.282 -0.361 2.259
C -1.814 -0.092 -2.119
C -2.129 1.289 -1.791
C 2.739 -1.190 0.374
C -2.788 1.282 -0.514
H 2.419 -0.962 -0.638
H -3.245 2.167 -0.099
H 3.037 -2.239 0.445
H 2.595 -1.506 3.053
H -1.808 -1.928 -0.944
H 0.695 2.724 -2.705
H -3.458 -0.407 0.812
H 2.199 2.277 -1.255
H 3.609 -0.580 0.648
H 0.405 -0.965 4.314
H -1.379 -0.515 -3.031
H -1.314 0.003 2.349
H 2.168 1.151 -3.070
H -2.078 2.118 -2.491
*
```

Output
E: -929.61414 Eh
HOMO-LUMO gap (spin up / spin down): 5.39 / 7.49 eV

# C57H116F12N8O11S4

A 8-piece molecular cluster, C57H116F12N8O11S4 overall at a distorted geometry (ωB97M-V with the def2-TZVPD basis set, the OMol25 dataset).

```
! RIJCOSX wB97M-V def2-TZVPD def2/J DEFGRID3
* xyz 4 1
S -25.179 -21.189 -3.124
S -17.499 -25.906 -7.123
S -18.200 -23.861 -5.775
S -22.857 -20.309 -3.527
F -21.246 -19.634 -1.302
F -25.736 -23.823 -2.542
F -20.237 -24.024 -3.966
F -18.435 -24.935 -3.328
F -20.829 -21.505 -2.069
F -15.525 -27.654 -6.234
F -24.174 -23.533 -4.127
F -14.818 -26.235 -7.775
F -26.264 -23.215 -4.534
F -18.544 -22.742 -3.276
F -20.123 -19.697 -3.165
F -16.044 -27.822 -8.351
O -19.464 -23.927 -6.542
O -23.815 -18.169 -0.782
O -25.426 -20.524 -4.463
O -18.592 -26.902 -7.199
O -17.520 -24.921 -8.174
O -26.168 -21.030 -2.150
O -22.604 -21.057 -4.751
O -23.029 -25.281 -0.466
O -22.661 -14.801 -0.373
O -17.404 -22.605 -5.836
O -23.335 -18.944 -3.758
N -17.239 -25.307 -5.748
N -21.573 -14.319 -1.066
N -30.498 -18.314 -4.908
N -18.552 -21.786 2.851
N -25.025 -18.718 -0.260
N -24.642 -26.640 1.497
N -23.675 -21.048 -2.457
N -24.551 -19.782 -8.923
C -28.688 -20.070 -4.381
C -17.163 -21.126 3.099
C -29.743 -20.897 -3.709
C -20.961 -15.407 -1.925
C -21.473 -12.805 -1.376
C -31.086 -16.150 -3.525
C -24.667 -23.996 1.513
C -24.879 -19.745 0.989
C -20.769 -16.706 -1.150
C -16.897 -20.472 0.630
C -29.301 -19.139 -5.481
C -24.109 -19.159 -7.558
C -26.126 -19.857 -9.035
C -18.885 -23.875 -3.935
C -24.026 -18.976 -10.159
C -20.636 -18.885 4.713
C -25.452 -27.693 2.237
C -26.782 -20.851 -8.008
C -18.672 -22.304 1.366
C -21.125 -20.277 -2.436
C -26.324 -17.914 -0.531
C -19.746 -20.748 3.180
C -24.013 -21.230 -8.995
C -16.839 -19.972 2.049
C -15.823 -26.971 -7.373
C -24.223 -17.655 -7.590
C -23.791 -26.539 -0.832
C -19.505 -13.419 -2.737
C -23.829 -20.841 0.762
C -24.620 -22.175 -7.921
C -24.633 -18.948 2.300
C -26.436 -17.602 -2.023
C -29.987 -17.186 -3.912
C -19.575 -14.893 -2.353
C -22.545 -12.345 -2.431
C -27.605 -18.812 -0.261
C -19.795 -20.098 4.534
C -26.351 -20.516 1.104
C -23.202 -26.887 1.881
C -27.605 -19.627 1.018
C -25.008 -26.741 -0.011
C -18.733 -22.961 3.793
C -31.084 -17.772 -6.190
C -30.841 -20.086 -3.039
C -25.141 -29.177 1.997
C -21.973 -24.826 -1.279
C -18.192 -21.262 0.260
C -31.522 -19.233 -4.162
C -21.807 -12.109 -0.015
C -26.295 -16.528 0.259
C -26.151 -22.284 -8.020
C -25.355 -23.111 -3.593
C -25.140 -25.323 2.167
C -20.063 -12.521 -1.727
C -30.658 -15.276 -2.367
C -21.934 -15.617 -3.161
C -23.884 -17.082 -6.230
H -29.834 -14.648 -2.706
H -21.270 -12.389 0.891
H -26.412 -20.952 2.101
H -21.746 -11.021 -0.025
H -31.636 -20.774 -2.753
H -16.717 -19.552 0.074
H -23.579 -24.050 1.512
H -29.194 -16.741 -4.513
H -22.419 -24.369 -2.162
H -22.525 -26.084 1.590
H -22.997 -17.551 -5.803
H -23.714 -16.006 -6.236
H -22.383 -12.735 -3.436
H -31.992 -20.004 -4.773
H -16.433 -21.913 2.909
H -27.906 -20.645 -4.876
H -20.399 -17.501 -1.798
H -31.145 -15.543 -4.428
H -20.256 -18.386 5.604
H -15.800 -19.673 2.190
H -22.904 -20.310 0.539
H -24.180 -23.159 -8.085
H -24.258 -19.638 -10.993
H -28.197 -19.451 -3.630
H -19.662 -23.493 3.587
H -21.714 -16.559 -3.663
H -26.229 -18.464 -2.657
H -26.285 -20.225 -10.048
H -26.757 -20.484 -6.982
H -25.755 -16.866 -2.451
H -18.500 -13.101 -3.013
H -24.826 -19.508 -6.815
H -20.168 -13.393 -3.602
H -25.468 -27.364 3.276
H -30.153 -15.728 -1.514
H -25.577 -18.474 2.571
H -25.811 -26.033 -0.217
H -24.172 -29.335 2.472
H -19.240 -15.442 -3.233
H -26.547 -22.941 -7.245
H -21.709 -19.075 4.689
H -27.793 -20.996 -8.390
H -23.534 -21.347 1.681
H -29.433 -17.610 -3.075
H -31.429 -14.561 -2.079
H -22.989 -15.623 -2.888
H -19.958 -11.462 -1.965
H -27.028 -15.760 0.011
H -17.107 -20.907 4.165
H -32.055 -16.553 -3.231
H -16.014 -21.096 0.493
H -26.463 -21.293 0.347
H -23.528 -17.124 -8.240
H -19.012 -20.564 0.093
H -23.088 -19.489 -7.368
H -31.396 -18.628 -6.789
H -28.471 -18.152 -0.319
H -22.805 -27.835 1.516
H -27.469 -17.327 -2.241
H -18.817 -19.807 4.917
H -20.655 -21.324 3.007
H -25.355 -15.988 0.145
H -26.353 -16.710 1.332
H -18.093 -23.225 1.298
H -29.558 -19.795 -6.312
H -24.746 -17.271 -5.591
H -20.177 -20.874 5.198
H -18.801 -15.162 -1.634
H -22.520 -11.255 -2.427
H -24.980 -23.797 0.488
H -25.252 -17.329 -7.745
H -26.484 -27.521 1.932
H -27.717 -19.571 -1.035
H -26.425 -22.609 -9.023
H -24.926 -25.332 3.236
H -28.587 -18.402 -5.849
H -30.338 -17.122 -6.648
H -26.221 -25.303 2.031
H -25.536 -27.668 -0.233
H -17.880 -23.564 3.481
H -21.499 -25.733 -1.654
H -25.824 -29.912 2.422
H -24.926 -23.103 2.081
H -18.618 -22.681 4.840
H -21.298 -24.083 -0.855
H -20.459 -18.173 3.907
H -18.210 -21.809 -0.683
H -22.936 -21.249 -9.162
H -25.208 -29.504 0.959
H -24.055 -26.452 -1.886
H -19.565 -12.515 -0.757
H -24.430 -19.569 3.172
H -23.202 -26.918 2.970
H -19.730 -20.025 2.365
H -31.982 -17.209 -5.934
H -30.217 -21.502 -4.482
H -26.509 -18.844 -8.911
H -17.493 -19.128 2.266
H -22.817 -12.275 0.362
H -21.887 -14.765 -3.839
H -23.141 -27.412 -0.766
H -32.342 -18.569 -3.886
H -24.390 -21.835 -6.912
H -19.692 -22.568 1.086
H -20.008 -16.632 -0.374
H -21.637 -17.229 -0.747
H -24.584 -18.046 -10.273
H -28.538 -20.191 0.983
H -22.965 -18.877 -9.932
H -29.295 -21.649 -3.059
H -27.782 -18.980 1.877
H -24.454 -21.554 -9.938
H -24.226 -21.513 0.001
H -23.546 -12.542 -2.047
H -30.383 -19.610 -2.172
H -23.898 -18.149 2.207
*
```

Output
E: -6296.39199 Eh
HOMO-LUMO gap: 0.47 eV